Below is a 3-piece molecular cluster, C4H12BrO2 overall in a non-equilibrium geometry, with properties calculated with ωB97M-V/def2-TZVPD.

Calculated values
LUMO energy (alpha / beta) = 0.654 / -4.203 eV
E_HOMO (alpha / beta) = -10.003 / -10.000 eV
⟨S²⟩ = 0.752
Multiplicity = 2
Relative energy (zero: lowest compared OMol25 entry of this formula, charge and spin) = 0.0 kJ/mol

```
19
C4H12BrO2 ωB97M-V/def2-TZVPD
Br 0.08152 0.64660 2.59957
C 2.53586 -2.06566 -0.31536
C 3.45187 -2.02652 0.86429
O 2.77263 -1.95688 2.00763
H 1.89870 -2.94846 -0.36830
H 3.15454 -2.25458 -1.19266
H 1.82671 -1.24575 -0.42919
H 4.12830 -1.17875 0.75552
H 4.18583 -2.83215 0.88353
H 2.07503 -1.31081 1.87510
C -3.60547 2.48407 -0.52642
C -2.55386 1.65850 -1.18741
O -2.13026 0.59012 -0.34473
H -4.54054 1.92420 -0.50942
H -3.75760 3.35559 -1.16315
H -3.41945 2.84171 0.48629
H -1.70967 2.25262 -1.53734
H -3.03710 1.18220 -2.04047
H -1.35700 0.88390 0.14246
```

Atom charges from the Löwdin analysis, given in e for atoms 1 to 4:
1 Br 0.20
2 C -0.09
3 C -0.41
4 O -0.06

Below is one molecule with the formula C20H21NO5S, with properties calculated with ωB97M-V/def2-TZVPD.

Calculated values
LUMO energy = 0.371 eV
SMILES = Cc1ccc(S(=O)(=O)CCC(=O)OCC(=O)N2CCc3ccccc32)cc1
E_HOMO = -7.866 eV
Multiplicity = 1
Relative energy (zero: lowest compared OMol25 entry of this formula, charge and spin) = 26.6 kJ/mol

```
48
C20H21NO5S ωB97M-V/def2-TZVPD
C -6.16196 -2.02414 0.20718
C -4.84718 -1.30919 0.19500
C -4.58786 -0.31716 -0.74594
C -3.36502 0.32957 -0.76985
C -2.39738 -0.02055 0.15184
S -0.83099 0.85297 0.15313
O -0.54461 1.26337 -1.20035
O 0.14578 0.04232 0.82275
C -1.18063 2.36670 1.14170
C -0.81613 3.58058 0.31460
C 0.63360 3.54475 -0.14477
O 1.06568 4.17163 -1.07272
O 1.36257 2.76755 0.65236
C 2.77002 2.68702 0.42185
C 3.23359 1.26897 0.79323
O 3.76330 1.07123 1.86876
N 3.02018 0.32147 -0.13877
C 2.49841 0.56197 -1.48391
C 2.20457 -0.82503 -2.07497
C 2.79104 -1.76252 -1.06520
C 2.90628 -3.13428 -1.10968
C 3.47233 -3.79393 -0.02600
C 3.90463 -3.08090 1.07893
C 3.79306 -1.69871 1.13407
C 3.23346 -1.04891 0.04848
C -2.62906 -1.00527 1.09268
C -3.85396 -1.64753 1.11024
H -6.93980 -1.41961 -0.25195
H -6.08000 -2.95429 -0.35544
H -6.45798 -2.27420 1.22313
H -5.34882 -0.05207 -1.46500
H -3.14139 1.08949 -1.50203
H -0.58012 2.28293 2.04222
H -2.24011 2.34573 1.38537
H -0.95535 4.49994 0.89079
H -1.43639 3.64301 -0.58060
H 3.26342 3.38645 1.10572
H 2.99454 2.96301 -0.61228
H 3.25819 1.08992 -2.07196
H 1.58891 1.15967 -1.45306
H 1.12729 -0.98256 -2.16105
H 2.64797 -0.95281 -3.06327
H 2.56165 -3.68569 -1.97230
H 3.57274 -4.86905 -0.04678
H 4.33996 -3.60636 1.91606
H 4.12686 -1.14462 1.99432
H -1.84139 -1.25976 1.78401
H -4.04393 -2.42110 1.83943
```

Atom charges from the Löwdin analysis, given in e for atoms 1 to 4:
1 C -0.05
2 C -0.27
3 C -0.03
4 C -0.05

Below is C34H40N4O3P2Re as an isolated structure in a non-equilibrium geometry, with properties calculated with ωB97M-V/def2-TZVPD.

Calculated values
LUMO energy (alpha / beta) = -6.829 / -9.178 eV
Total charge = +2
E_HOMO (alpha / beta) = -12.677 / -12.661 eV
⟨S²⟩ = 3.799
Multiplicity = 4
Relative energy (zero: lowest compared OMol25 entry of this formula, charge and spin) = 54.3 kJ/mol

```
84
C34H40N4O3P2Re ωB97M-V/def2-TZVPD
Re -0.55595 -1.38190 0.61448
C 1.74597 2.57590 -3.81221
C 2.16682 3.15578 -2.68527
C 1.57733 4.35169 -2.01196
C 0.05552 4.60193 -2.12939
C -0.88712 3.43313 -2.01986
C -0.98982 2.40886 -2.88935
C -0.74355 2.58644 -4.35555
C 0.66652 3.10574 -4.70298
C -2.43092 -2.36003 0.85174
H 2.25342 1.69337 -4.20614
H 3.14852 2.90103 -2.27779
H 2.06233 5.27267 -2.37893
H 1.86528 4.29956 -0.95142
H -0.19372 5.28920 -1.30182
H -0.14948 5.15530 -3.06025
H -1.68058 3.61182 -1.27399
H -1.34497 1.42405 -2.59244
H -1.48365 3.30681 -4.76052
H -0.92578 1.62736 -4.86521
H 0.87947 2.79303 -5.73484
H 0.65698 4.20085 -4.68640
H -2.24669 -3.40808 0.55770
H -3.30160 -1.97767 0.30546
H -2.63762 -2.32724 1.93376
P -1.65620 0.50965 0.65019
P 1.34808 -0.12700 0.50617
N -2.98087 0.76622 -0.58203
N -2.75741 0.95206 2.05091
N 1.99549 -0.29371 -1.15208
N 2.83790 -0.37706 1.41446
C -0.49999 1.92083 0.48029
C 0.98461 1.63513 0.75385
C -3.24482 -0.14570 -1.59894
C -4.33127 0.31330 -2.33875
C -4.70687 1.57872 -1.79607
C -3.84905 1.83671 -0.72477
C -3.85864 0.20609 2.45732
C -4.40188 0.78968 3.60156
C -3.61343 1.93983 3.90044
C -2.61005 2.00790 2.93302
C 1.46266 -1.15847 -2.10131
C 2.25730 -1.11258 -3.24094
C 3.26232 -0.13520 -3.01123
C 3.03981 0.38887 -1.73947
C 4.14609 0.03482 1.15845
C 4.93849 -0.27210 2.25528
C 4.08974 -0.86695 3.24022
C 2.80628 -0.89040 2.72017
H -0.83465 2.78292 1.06701
H -0.57908 2.19557 -0.57829
H 1.64776 2.19565 0.07483
H 1.24758 1.88782 1.79406
H -2.63788 -1.03082 -1.69871
H -4.77966 -0.21392 -3.16530
H -5.49318 2.22966 -2.14599
H -3.78804 2.68409 -0.06051
H -4.13877 -0.68029 1.91067
H -5.25592 0.41827 4.14738
H -3.75569 2.63305 4.71522
H -1.80665 2.71294 2.80115
H 0.56259 -1.71953 -1.88720
H 2.12319 -1.71116 -4.13326
H 4.02316 0.20136 -3.70106
H 3.51309 1.21883 -1.23355
H 4.42282 0.49806 0.22834
H 5.99871 -0.08075 2.32794
H 4.39009 -1.22869 4.21286
H 1.87310 -1.21586 3.16308
O 1.22928 -5.90469 0.47161
C 1.10177 -5.80884 1.80933
C 1.16167 -6.98360 2.57659
C 0.86697 -6.93409 3.93740
C 0.52252 -5.72838 4.56099
C 0.48397 -4.54808 3.82699
C 0.82975 -4.57101 2.47751
C 0.48843 -3.38734 1.72055
O -0.00271 -2.35240 2.33788
O 0.55142 -3.34081 0.43974
H 1.10830 -4.99485 0.10106
H 1.40645 -7.92673 2.08596
H 0.89739 -7.85283 4.52464
H 0.27253 -5.68748 5.62053
H 0.18467 -3.59629 4.26697
```

Atom charges from the Löwdin analysis, given in e for atoms 1 to 4:
1 Re 1.02
2 C -0.09
3 C -0.12
4 C -0.17

Below is C2H4N3PS as an isolated structure in a non-equilibrium geometry, with properties calculated with ωB97M-V/def2-TZVPD.

Calculated values
LUMO energy = 0.315 eV
E_HOMO = -8.432 eV
Multiplicity = 1
Relative energy (zero: lowest compared OMol25 entry of this formula, charge and spin) = 162.4 kJ/mol

```
11
C2H4N3PS ωB97M-V/def2-TZVPD
C 0.06603 0.94405 0.23318
C -1.53433 -0.73248 -0.05094
N 0.77946 -1.25992 -0.15510
N 2.01658 0.76468 0.24366
N -0.17666 -0.34571 0.20513
P 2.23594 -0.71621 -0.30671
S -0.59078 2.33865 0.03855
H -2.21094 -0.14402 0.42081
H -1.62076 -0.56790 -1.10098
H -1.66241 -1.74275 0.06560
H 2.69786 1.46162 0.40680
```

Atom charges from the Löwdin analysis, given in e for atoms 1 to 4:
1 C -0.79
2 C -0.04
3 N -0.31
4 N -0.25

Below is a 2-piece molecular cluster, C2H8NS overall in a non-equilibrium geometry, with properties calculated with ωB97M-V/def2-TZVPD.

Calculated values
LUMO energy = 3.929 eV
Total charge = -1
E_HOMO = -2.633 eV
Multiplicity = 1
Relative energy (zero: lowest compared OMol25 entry of this formula, charge and spin) = 8.8 kJ/mol

```
12
C2H8NS ωB97M-V/def2-TZVPD
S 2.86499 -1.20628 -0.98588
H 3.98948 -1.03534 -0.26930
C -1.80866 0.33816 -0.00907
C -0.31169 0.43944 -0.24164
N 0.45620 0.10940 0.93523
H -2.12794 -0.67883 0.23693
H -2.35444 0.55695 -0.93458
H -2.16615 0.96718 0.81270
H -0.07135 1.44777 -0.57708
H -0.07521 -0.27525 -1.04628
H 1.44730 0.08729 0.70860
H 0.15746 -0.75050 1.37037
```

Atom charges from the Löwdin analysis, given in e for atoms 1 to 4:
1 S -0.27
2 H -0.48
3 C -0.14
4 C -0.40

What is the relative energy (zero: lowest compared OMol25 entry of this formula, charge and spin) in the third record?
54.3 kJ/mol

What is the multiplicity in the second record?
1